A 12-piece molecular cluster, C32H59N12O15 overall. Source: the OMol25 dataset; level of theory: ωB97M-V/def2-TZVPD.

Last column: Mulliken charge in e.
Positions of all 118 atoms, in Å:
C -0.85422 -0.01169 -0.84142  -0.955
C -0.32897 1.32371 -0.38699  1.373
C -1.41367 2.36252 -0.30787  -0.138
C -2.42425 2.02541 0.80193  -1.315
C -1.63094 2.07829 2.21188  -0.884
C -0.35916 1.16343 2.24407  2.210
N 0.34531 1.02495 0.92049  1.118
O 1.54432 0.73806 0.96405  -0.241
C -0.73043 -0.26551 2.70409  -3.118
C 0.55114 1.69883 3.28664  -2.062
C 0.75936 1.76000 -1.40121  -1.771
H 0.01123 -0.67205 -0.85170  0.508
H -1.48125 0.11770 -1.85909  -0.013
H -1.40129 -0.51143 0.15346  -0.124
H -1.90900 2.40308 -1.26563  0.087
H -0.93649 3.37459 -0.15995  0.072
H -2.96690 1.23979 0.69867  0.725
H -3.14912 2.90609 0.85790  0.458
H -2.24048 1.70278 2.99518  0.601
H -1.38325 3.09370 2.52296  -0.059
H 0.00341 -0.89869 2.52909  1.071
H -1.41838 -0.77213 1.88897  0.321
H -1.07192 -0.39597 3.69359  0.751
H 0.03964 2.35952 4.10416  0.255
H 1.23518 2.35994 2.77737  0.472
H 1.08731 1.12458 3.79136  0.714
H 1.69236 1.04513 -1.39003  0.305
H 1.47909 2.63562 -1.00929  0.470
H 0.46036 1.91772 -2.54616  0.080
N 2.33723 -3.81520 6.41798  -0.006
C 3.27655 -2.89857 5.87508  -0.665
C 2.43539 -1.72673 5.32841  -0.311
C 0.97513 -1.86790 5.94205  -0.024
C 1.03441 -3.30872 6.75034  -0.739
H 2.70492 -4.72196 6.77561  0.238
H 4.47865 -2.96223 6.03583  0.281
H 2.92227 -0.72717 4.94812  0.274
H -0.05725 -1.31471 6.04967  0.296
H 0.36845 -3.80610 7.21687  0.664
N -2.08112 -3.41842 -4.62089  0.036
C -1.60890 -4.70008 -4.78102  -0.389
C -0.36497 -4.86428 -4.05412  -0.545
C 0.03824 -3.48031 -3.53903  -0.539
C -1.15830 -2.62919 -4.08348  -0.545
H -2.99627 -3.08313 -5.00831  0.276
H -2.45613 -5.40828 -5.12972  0.288
H 0.15913 -5.80054 -4.11693  0.402
H 0.95530 -3.23350 -3.05436  0.614
H -1.33765 -1.64917 -4.10820  0.392
N 0.45816 5.51590 2.05759  0.078
C 0.01676 5.27004 3.39333  -0.617
C -1.40814 5.73154 3.60442  -0.291
C -1.79756 6.37763 2.27506  -0.516
C -0.59927 6.08124 1.34494  -0.669
H 1.28546 5.32685 1.79103  0.085
H 0.62254 4.70634 4.10978  0.512
H -2.01193 5.77644 4.57906  0.343
H -2.84567 6.70823 2.01761  0.338
H -0.49595 6.42813 0.39084  0.733
N 1.81541 -4.19178 2.83202  0.393
C 1.09959 -3.88739 1.63241  -0.054
C 1.46967 -4.87237 0.58628  -0.299
C 2.58459 -5.73583 1.24265  -1.130
C 2.74448 -5.20829 2.67930  -0.539
H 1.64099 -3.60471 3.63753  0.080
H 0.24533 -3.24245 1.71553  0.273
H 1.17102 -4.72898 -0.59725  0.084
H 3.02107 -6.50993 0.90202  0.697
H 3.28846 -5.70418 3.38736  0.549
C -2.08945 -4.82081 -0.72025  -0.332
N -2.40646 -3.49359 -0.15846  0.884
O -3.43475 -2.89976 -0.38072  -0.604
O -1.55871 -2.95288 0.55363  -0.253
H -3.04109 -5.08932 -1.15897  0.382
H -1.79714 -5.48441 0.10175  0.199
H -1.48079 -4.52828 -1.51918  -0.173
C 1.00332 6.56792 -3.63058  -0.782
N 0.88683 5.07248 -3.19083  0.682
O 1.60712 4.19008 -3.62659  -0.493
O 0.00615 4.71623 -2.41804  -0.323
H 0.02166 6.63483 -3.99070  0.316
H 1.73278 6.54048 -4.60229  0.292
H 1.23220 7.10892 -2.84331  0.357
C -2.81293 -5.21466 3.30752  -0.674
N -2.23485 -4.07623 4.17386  0.762
O -1.67192 -3.11130 3.58159  -0.393
O -2.44850 -4.06034 5.30287  -0.497
H -3.61723 -4.67501 2.65237  0.200
H -3.44478 -5.92226 3.75871  0.375
H -1.94206 -5.69570 2.81802  0.214
C 3.95432 -1.98381 0.02956  -0.797
N 4.69607 -1.07928 0.87060  1.090
O 4.08930 -0.26595 1.59457  -0.531
O 5.87303 -1.23369 0.86326  -0.587
H 3.96090 -3.10881 0.31047  0.215
H 4.30810 -2.11983 -0.85731  0.507
H 2.96572 -1.74170 0.05222  0.090
C -2.73798 4.81176 -4.21448  -0.423
N -3.23771 4.64290 -5.58716  0.916
O -3.59049 5.69002 -6.16451  -0.545
O -3.35790 3.55716 -6.12243  -0.505
H -2.84306 3.75458 -3.67524  0.069
H -3.42427 5.42280 -3.60936  0.359
H -1.76815 5.15221 -4.23777  0.054
C -3.14848 0.29302 -5.81162  -0.985
N -2.08363 0.91261 -5.05558  0.988
O -1.12578 1.28552 -5.73120  -0.564
O -2.19300 1.06742 -3.89999  -0.529
H -3.81026 -0.19730 -5.10902  0.344
H -2.80011 -0.61761 -6.30760  0.360
H -3.69798 0.90195 -6.45940  0.358
C 4.34632 2.52413 -3.03817  -0.285
N 4.89190 1.48866 -2.14315  0.831
O 5.61645 0.61722 -2.67705  -0.507
O 4.51165 1.34878 -0.95063  -0.449
H 3.32690 2.40441 -2.61836  -0.134
H 4.48749 2.37545 -4.17550  0.289
H 4.84217 3.54285 -2.83753  0.273

Values from the calculation:
energy = -3038.7743 Ha
F_max = 13.92 eV/Å
highest occupied orbital energy = -9.73 eV
lowest unoccupied orbital energy = -5.09 eV
Kohn-Sham gap = 0.17046 Eh
charge = +1


One molecule with the formula C2H2Cl2O2. Source: the OMol25 dataset; level of theory: ωB97M-V/def2-TZVPD.

Last column: natural (NBO) charge in e.
Positions of all 8 atoms, in Å:
C -0.16352 0.73040 -0.72127  0.375
C 0.14711 -0.44164 0.09638  0.130
O -0.67378 1.64774 -0.16690  -0.486
O 0.41451 -0.34628 1.44859  -0.677
Cl 1.47501 -1.31543 -0.54692  0.029
Cl -1.32709 -1.43923 -0.19771  -0.033
H 0.01262 0.60991 -1.74828  0.153
H 0.11514 0.55454 1.83612  0.510

Values from the calculation:
energy = -1148.2433 Ha
SMILES = O=CC(O)(Cl)Cl
F_max = 2.97 eV/Å
highest occupied orbital energy = -10.96 eV
lowest unoccupied orbital energy = 0.08 eV
Kohn-Sham gap = 0.40565 Eh


C9H17N as an isolated structure. Source: the OMol25 dataset; level of theory: ωB97M-V/def2-TZVPD.

Last column: natural (NBO) charge in e.
Positions of all 27 atoms, in Å:
C -0.22235 -0.07206 -1.56606  0.266
C 0.61284 0.62789 -0.52071  -0.038
C -0.82509 -0.24951 0.40232  0.170
C -0.04007 -0.35873 -3.04681  -0.674
C 1.99473 -0.03640 -0.35094  -0.623
C 0.48624 2.10367 -0.36480  -0.634
C -1.84748 0.51303 1.08105  -0.659
C 0.03583 -1.00672 2.61417  -0.625
C -0.41343 -1.46008 1.18621  -0.440
N -1.23661 -0.63140 -0.99879  -0.436
H -0.11610 -1.39860 -3.19171  0.234
H 0.80661 0.00031 -3.53216  0.212
H -0.89281 0.20117 -3.68689  0.229
H 1.99142 -0.47414 0.56812  0.220
H 2.78317 0.60051 -0.46859  0.209
H 2.06256 -0.70573 -1.25851  0.213
H 0.71118 2.37872 0.63891  0.218
H -0.46234 2.47521 -0.77151  0.224
H 1.26408 2.54894 -1.03087  0.208
H -1.42145 1.52030 1.36901  0.222
H -2.27320 -0.04925 2.03005  0.207
H -2.68897 0.67255 0.51916  0.231
H 0.63610 -0.04270 2.47753  0.207
H 0.70302 -1.83646 2.82926  0.216
H -0.87118 -0.97710 3.20512  0.216
H -1.20417 -2.23222 1.11349  0.223
H 0.42747 -2.11122 0.75394  0.203

Values from the calculation:
energy = -407.7548 Ha
F_max = 4.68 eV/Å
highest occupied orbital energy = -8.57 eV
lowest unoccupied orbital energy = 0.86 eV
Kohn-Sham gap = 0.34631 Eh


In kcal per mole, the relative energy (zero: lowest compared OMol25 entry of this formula, charge and spin) values for the records above are, in order, 39.0 39.5 61.9.